[1]
63
Properties=species:S:1:pos:R:3 method="wB97M-V/def2-TZVPD" lumo_energy_ev="-0.5 / -0.5" s2=2.01 largest_force_ev_per_a=1.506 e_tot_ha=-5124.06221 multiplicity=3
Ni -0.43753 0.25852 -1.27435
N 1.35653 -0.26184 -2.36726
C 2.39832 0.67927 -2.10345
C 3.67966 0.53835 -2.56731
C 4.68350 1.45442 -2.20239
C 4.39944 2.51302 -1.38731
C 3.08532 2.70823 -0.91170
C 2.71117 3.78756 -0.08260
C 1.40696 3.92286 0.29584
C 0.46735 2.97125 -0.13593
N 0.78419 1.93491 -0.87489
C 2.07704 1.78404 -1.27647
H 1.52492 -1.09381 -1.75953
H 1.38177 -0.59330 -3.32434
H 3.92767 -0.30432 -3.20050
H 5.69158 1.30293 -2.56447
H 5.17138 3.21313 -1.09385
H 3.46411 4.49381 0.24348
H 1.08427 4.73976 0.92529
H -0.57391 3.07249 0.14286
F 3.70324 2.32734 2.37893
C 3.74338 0.99993 2.58332
C 2.70413 0.23092 2.23364
N 2.70366 -1.12671 2.42813
C 1.57484 -1.92908 1.95375
C 1.26646 -1.53730 0.48874
O 1.92537 -2.05682 -0.41706
O 0.37356 -0.63792 0.38213
C 3.76630 -1.76730 3.04900
O 3.79023 -2.95610 3.27850
N 4.80621 -0.92695 3.39868
C 4.93423 0.44873 3.20544
O 5.92835 1.04863 3.54323
H 1.81710 0.65280 1.77735
H 0.69267 -1.73653 2.56518
H 1.86972 -2.97093 2.01745
H 5.58712 -1.38482 3.84537
S -2.17771 1.07481 0.45625
C -3.16325 -0.21361 0.97071
N -4.23887 0.05518 1.72381
C -5.18421 -0.96825 2.15040
C -5.20181 -2.08250 1.11493
C -3.78555 -2.59487 0.92137
N -2.88955 -1.47326 0.66236
H -4.40813 1.02081 1.94020
H -6.16772 -0.51100 2.24947
H -4.89679 -1.36715 3.12847
H -5.57692 -1.69166 0.16669
H -5.85749 -2.89087 1.43267
H -3.74728 -3.27647 0.07132
H -3.44655 -3.14135 1.80637
H -2.06819 -1.62019 0.08896
N -1.21289 -1.49880 -1.85861
C -1.98314 -2.17805 -2.42906
N -2.72627 -2.98540 -3.04593
C -3.98726 -3.26973 -2.88715
N -5.11085 -3.53587 -2.76767
Cl -4.06537 2.23687 -4.92727
C -3.97518 1.60820 -3.26726
Cl -4.85512 0.06922 -3.16900
Cl -4.69101 2.78767 -2.15051
C -2.57940 1.40085 -2.91665
N -1.47377 1.24627 -2.65774

---

[2]
50
Properties=species:S:1:pos:R:3 method="wB97M-V/def2-TZVPD" lumo_energy_ev="-5.2 / -7.2" s2=8.79 largest_force_ev_per_a=4.784 total_charge=+1 e_tot_ha=-2074.05670 multiplicity=6
C -2.00514 -3.44050 2.64044
C -2.21587 -2.18124 2.10407
C -2.57662 -2.31143 0.66046
H -2.18971 -1.29025 2.67961
C -2.50937 -3.63381 0.26056
C -2.22282 -4.44136 1.53154
H -2.00907 -5.62153 1.44648
H -1.55560 -3.79697 3.57528
H -2.84613 -1.50020 0.02896
H -2.63073 -4.14942 -0.72061
Ir -0.49701 -2.86849 0.92441
Cl 0.53476 -3.34279 -0.96171
P 0.40859 0.47567 -0.34171
C -0.60844 1.32210 -1.61958
C -1.06879 2.64221 -1.51787
H -0.82143 3.24034 -0.64278
C -1.84195 3.19948 -2.54086
H -2.19406 4.22671 -2.44865
C -2.16077 2.45022 -3.67370
H -2.76272 2.88843 -4.47029
C -1.70768 1.13058 -3.77994
H -1.95497 0.53942 -4.66076
C -0.94837 0.56494 -2.75955
H -0.60752 -0.46760 -2.83713
C 0.33676 1.70121 1.02411
C -0.76664 1.60815 1.89731
H -1.51623 0.83295 1.73267
C -0.90604 2.50251 2.95399
H -1.76905 2.42795 3.61486
C 0.06128 3.48894 3.17561
H -0.04546 4.18274 4.00993
C 1.16434 3.57586 2.32623
H 1.92406 4.33900 2.49425
C 1.30387 2.68906 1.25430
H 2.16587 2.77263 0.59509
C 2.10132 0.78374 -0.99305
C 2.39561 1.64577 -2.05891
H 1.59548 2.19196 -2.55514
C 3.71649 1.81262 -2.48593
H 3.93154 2.48515 -3.31623
C 4.75499 1.12683 -1.85522
H 5.78403 1.26033 -2.19006
C 4.46802 0.26236 -0.79342
H 5.27392 -0.27782 -0.29818
C 3.15399 0.08227 -0.37129
H 2.93066 -0.60251 0.44629
O -1.31076 -6.25785 3.39754
N -0.95978 -6.35537 2.19192
O -0.40530 -7.13672 1.41387
O -0.39153 -4.77625 1.51282

---

[3]
52
Properties=species:S:1:pos:R:3 method="wB97M-V/def2-TZVPD" lumo_energy_ev="-7.3 / -6.7" s2=6.08 largest_force_ev_per_a=0.288 total_charge=+2 e_tot_ha=-2983.45276 multiplicity=5
Mn 0.57593 0.22684 0.03235
I -4.72402 3.57546 3.55289
C -3.17723 3.00700 2.29109
C -3.40573 2.89730 0.92381
C -2.38170 2.50755 0.07144
I -2.73272 2.32532 -1.96653
C -1.11728 2.24538 0.58914
O -0.09128 1.87208 -0.21199
C -0.89012 2.34986 1.96749
C 0.48840 2.02176 2.45379
N 0.82341 0.61216 2.06385
C 2.19162 0.19476 2.45248
C 2.51394 -1.09279 1.74645
C 3.39469 -2.03569 2.23889
C 3.64523 -3.17321 1.48602
C 3.00409 -3.34159 0.26691
C 2.13237 -2.36342 -0.16182
N 1.89241 -1.25814 0.56180
C -1.91797 2.72944 2.81477
H -4.38647 3.11104 0.52137
H 0.56550 2.12845 3.53683
H 1.23803 2.66168 1.98495
H 0.16993 0.00604 2.56199
H 2.28728 0.09760 3.53493
H 2.88315 0.97937 2.13348
H 3.87396 -1.88325 3.19609
H 4.33182 -3.92524 1.85102
H 3.17376 -4.21749 -0.34196
H 1.60385 -2.44566 -1.10231
H -1.73967 2.81677 3.87906
N -0.84445 -1.10761 -2.65308
C 0.28346 -0.35566 -2.92110
C 0.61738 -0.15595 -4.26853
C 1.75027 0.54690 -4.58732
C 2.55808 1.05493 -3.56570
C 2.17253 0.82554 -2.27668
N 1.05980 0.12270 -1.94477
C -1.65536 -1.23667 -1.53497
C -2.91650 -1.81416 -1.73066
C -3.76284 -1.95719 -0.66142
C -3.34904 -1.52415 0.60061
C -2.09884 -0.98386 0.71086
N -1.24057 -0.84498 -0.32929
H -1.29202 -1.44170 -3.49244
H -0.02855 -0.54888 -5.04212
H 2.00993 0.71105 -5.62440
H 3.45552 1.61654 -3.77608
H 2.75501 1.20659 -1.44581
H -3.21888 -2.12250 -2.72239
H -4.74378 -2.39064 -0.80140
H -3.98648 -1.60635 1.46807
H -1.74985 -0.62334 1.67033

---

[4]
51
Properties=species:S:1:pos:R:3 method="wB97M-V/def2-TZVPD" lumo_energy_ev="-8.5 / -8.7" s2=0.85 largest_force_ev_per_a=2.203 total_charge=+2 e_tot_ha=-3171.44281 multiplicity=2
Mn 0.08045 -0.17455 0.00001
I -1.76605 -0.93157 4.57538
C 0.10152 -0.18629 4.02449
C 1.07171 0.15899 4.97071
C 2.29943 0.65838 4.59432
I 3.68586 1.11732 6.08996
C 2.62083 0.83845 3.21690
C 3.81684 1.36664 2.69855
C 3.97748 1.47066 1.33567
C 2.96136 1.03954 0.48257
N 1.81560 0.54746 0.93150
C 1.64251 0.46754 2.27807
C 0.36899 -0.01708 2.67037
O -0.48035 -0.24884 1.69054
H 0.84947 0.03610 6.02196
H 4.59571 1.68821 3.37771
H 4.88251 1.88029 0.91150
H 3.08361 1.09917 -0.59238
C -1.88688 -2.20585 -1.19431
N -1.80488 -0.78292 -0.81047
C -2.86368 -0.50215 0.19114
C -2.03309 0.07476 -2.00012
C -1.51040 1.45319 -1.70512
C -2.01473 2.59315 -2.30580
C -1.49635 3.83985 -1.97545
C -0.47444 3.94663 -1.03903
C 0.04368 2.80882 -0.44000
C -0.47046 1.55724 -0.77164
H -2.85656 -2.42306 -1.64956
H -1.78088 -2.83719 -0.31242
H -1.11315 -2.45507 -1.91895
H -3.83925 -0.78227 -0.21245
H -2.86685 0.55740 0.43829
H -2.68771 -1.07322 1.09916
H -3.09590 0.09463 -2.25194
H -1.49848 -0.35957 -2.84861
H -2.82311 2.50920 -3.02221
H -1.90125 4.73067 -2.43646
H -0.08122 4.91668 -0.76704
H 0.83178 2.92511 0.29311
I 3.19204 -0.17969 -5.24692
C 2.45581 -1.03686 -3.48947
C 2.82249 -2.31657 -3.08794
C 2.29933 -2.82716 -1.90516
C 1.43633 -2.04440 -1.17249
N 1.08324 -0.80567 -1.56126
C 1.58095 -0.30884 -2.69601
H 3.50311 -2.91108 -3.68270
H 2.55395 -3.82068 -1.56391
H 1.00394 -2.41995 -0.24191
H 1.26452 0.68963 -2.97218

---

Copy entry 3 word for word.
52
Properties=species:S:1:pos:R:3 method="wB97M-V/def2-TZVPD" lumo_energy_ev="-7.3 / -6.7" s2=6.08 largest_force_ev_per_a=0.288 total_charge=+2 e_tot_ha=-2983.45276 multiplicity=5
Mn 0.57593 0.22684 0.03235
I -4.72402 3.57546 3.55289
C -3.17723 3.00700 2.29109
C -3.40573 2.89730 0.92381
C -2.38170 2.50755 0.07144
I -2.73272 2.32532 -1.96653
C -1.11728 2.24538 0.58914
O -0.09128 1.87208 -0.21199
C -0.89012 2.34986 1.96749
C 0.48840 2.02176 2.45379
N 0.82341 0.61216 2.06385
C 2.19162 0.19476 2.45248
C 2.51394 -1.09279 1.74645
C 3.39469 -2.03569 2.23889
C 3.64523 -3.17321 1.48602
C 3.00409 -3.34159 0.26691
C 2.13237 -2.36342 -0.16182
N 1.89241 -1.25814 0.56180
C -1.91797 2.72944 2.81477
H -4.38647 3.11104 0.52137
H 0.56550 2.12845 3.53683
H 1.23803 2.66168 1.98495
H 0.16993 0.00604 2.56199
H 2.28728 0.09760 3.53493
H 2.88315 0.97937 2.13348
H 3.87396 -1.88325 3.19609
H 4.33182 -3.92524 1.85102
H 3.17376 -4.21749 -0.34196
H 1.60385 -2.44566 -1.10231
H -1.73967 2.81677 3.87906
N -0.84445 -1.10761 -2.65308
C 0.28346 -0.35566 -2.92110
C 0.61738 -0.15595 -4.26853
C 1.75027 0.54690 -4.58732
C 2.55808 1.05493 -3.56570
C 2.17253 0.82554 -2.27668
N 1.05980 0.12270 -1.94477
C -1.65536 -1.23667 -1.53497
C -2.91650 -1.81416 -1.73066
C -3.76284 -1.95719 -0.66142
C -3.34904 -1.52415 0.60061
C -2.09884 -0.98386 0.71086
N -1.24057 -0.84498 -0.32929
H -1.29202 -1.44170 -3.49244
H -0.02855 -0.54888 -5.04212
H 2.00993 0.71105 -5.62440
H 3.45552 1.61654 -3.77608
H 2.75501 1.20659 -1.44581
H -3.21888 -2.12250 -2.72239
H -4.74378 -2.39064 -0.80140
H -3.98648 -1.60635 1.46807
H -1.74985 -0.62334 1.67033

---

The lowest multiplicity belongs to which entry?
C23H20I3MnN3O